Entry 1:
A structure of composition C31H46ClF2GeNO2Si3Zn. Source: OMol25; level of theory: the ωB97M-V functional and the def2-TZVPD basis.

E_LUMO (alpha / beta)   2.62 / 2.24 eV
Charge   -1
<S²>   0.766
Multiplicity   2

Atoms and positions in Å:
Zn: -0.01 -0.19 -0.16
F: 4.64 -0.84 -2.62
C: 3.92 -1.02 -1.49
C: 2.65 -1.51 -1.55
C: 1.88 -1.69 -0.37
C: 2.46 -1.31 0.91
C: 3.79 -0.86 0.88
F: 4.39 -0.48 2.03
C: 4.54 -0.71 -0.26
C: 1.62 -1.20 2.07
C: 2.03 -1.27 3.41
C: 1.11 -1.11 4.42
C: -0.24 -0.88 4.09
C: -0.57 -0.81 2.76
N: 0.32 -0.97 1.77
H: 2.25 -1.81 -2.51
H: 5.55 -0.34 -0.21
H: 3.06 -1.49 3.65
H: 1.41 -1.17 5.45
H: -1.00 -0.76 4.85
H: -1.59 -0.64 2.44
C: -2.02 4.97 0.14
Si: -1.99 3.07 0.33
C: -3.56 2.40 -0.49
C: -2.07 2.71 2.19
Ge: 0.02 2.15 -0.61
Si: 0.03 2.63 -2.95
C: 1.55 1.84 -3.75
C: -1.54 1.95 -3.77
C: 0.11 4.49 -3.32
Si: 1.93 3.17 0.39
C: 2.08 2.67 2.21
C: 1.90 5.07 0.32
C: 3.52 2.64 -0.50
H: -2.94 5.39 0.55
H: -1.96 5.25 -0.91
H: -1.17 5.42 0.65
H: -4.45 2.71 0.07
H: -3.55 1.31 -0.54
H: -3.65 2.78 -1.51
H: -2.90 3.23 2.67
H: -1.14 3.00 2.69
H: -2.20 1.64 2.35
H: 1.57 0.76 -3.56
H: 2.47 2.26 -3.32
H: 1.58 2.00 -4.83
H: -1.77 0.95 -3.39
H: -1.45 1.89 -4.86
H: -2.40 2.59 -3.54
H: 1.02 4.93 -2.90
H: -0.74 5.01 -2.87
H: 0.10 4.69 -4.39
H: 1.22 3.04 2.79
H: 2.99 3.06 2.68
H: 2.09 1.58 2.31
H: 1.05 5.47 0.88
H: 1.80 5.41 -0.71
H: 2.81 5.50 0.73
H: 3.46 1.59 -0.79
H: 4.40 2.76 0.14
H: 3.68 3.23 -1.41
C: -0.59 -6.86 0.94
C: -1.26 -5.57 0.56
C: -1.22 -5.10 -0.75
C: -1.77 -3.88 -1.10
C: -1.70 -3.39 -2.53
C: -2.39 -3.10 -0.12
C: -2.54 -3.59 1.17
C: -3.35 -2.87 2.22
C: -1.95 -4.81 1.50
C: -2.80 -1.68 -0.46
O: -3.97 -1.35 -0.55
O: -1.79 -0.89 -0.64
H: 0.28 -7.04 0.30
H: -1.28 -7.70 0.83
H: -0.26 -6.83 1.98
H: -0.71 -5.69 -1.51
H: -1.22 -4.13 -3.17
H: -1.14 -2.45 -2.58
H: -2.70 -3.18 -2.91
H: -3.63 -1.87 1.88
H: -2.80 -2.80 3.16
H: -4.27 -3.42 2.40
H: -2.02 -5.17 2.52
Cl: 1.68 -4.46 -0.37
C: 0.86 -2.76 -0.44
H: 0.16 -2.81 0.39
H: 0.33 -2.80 -1.39

Charges obtained by Löwdin population analysis, quoted in units of e: number 1, Zn, carries 0.514; number 2, F, carries 0.043; number 3, C, carries -0.294; number 4, C, carries -0.019; number 5, C, carries -0.351; number 6, C, carries -0.106; number 7, C, carries -0.225; number 8, F, carries 0.052; number 9, C, carries 0.026; number 10, C, carries -0.222; number 11, C, carries -0.010; number 12, C, carries -0.066; number 13, C, carries -0.067; number 14, C, carries -0.136; number 15, N, carries 0.025; number 16, H, carries 0.129; number 17, H, carries 0.125; number 18, H, carries 0.109; number 19, H, carries 0.102; number 20, H, carries 0.098; number 21, H, carries 0.098; number 22, C, carries -0.225; number 23, Si, carries 0.314; number 24, C, carries -0.210; number 25, C, carries -0.218; number 26, Ge, carries 0.573; number 27, Si, carries 0.304; number 28, C, carries -0.223; number 29, C, carries -0.221; number 30, C, carries -0.225; number 31, Si, carries 0.311; number 32, C, carries -0.212; number 33, C, carries -0.226; number 34, C, carries -0.215; number 35, H, carries 0.022; number 36, H, carries 0.005; number 37, H, carries 0.002; number 38, H, carries 0.027; number 39, H, carries 0.008; number 40, H, carries 0.012; number 41, H, carries 0.025; number 42, H, carries 0.007; number 43, H, carries 0.003; number 44, H, carries 0.013; number 45, H, carries 0.009; number 46, H, carries 0.023; number 47, H, carries 0.021; number 48, H, carries 0.022; number 49, H, carries 0.011; number 50, H, carries 0.007; number 51, H, carries 0.005; number 52, H, carries 0.022; number 53, H, carries 0.010; number 54, H, carries 0.028; number 55, H, carries 0.005; number 56, H, carries 0.003; number 57, H, carries 0.007; number 58, H, carries 0.022; number 59, H, carries -0.002; number 60, H, carries 0.030; number 61, H, carries 0.020; number 62, C, carries -0.069; number 63, C, carries -0.302; number 64, C, carries -0.086; number 65, C, carries -0.249; number 66, C, carries -0.031; number 67, C, carries -0.077; number 68, C, carries -0.208; number 69, C, carries -0.039; number 70, C, carries -0.012; number 71, C, carries -0.617; number 72, O, carries 0.050; number 73, O, carries -0.145; number 74, H, carries 0.055; number 75, H, carries 0.076; number 76, H, carries 0.074; number 77, H, carries 0.107; number 78, H, carries 0.082; number 79, H, carries 0.069; number 80, H, carries 0.093; number 81, H, carries 0.067; number 82, H, carries 0.069; number 83, H, carries 0.086; number 84, H, carries 0.117; number 85, Cl, carries 0.548; number 86, C, carries -0.472; number 87, H, carries 0.054; number 88, H, carries 0.040

***

Entry 2:
A structure of composition C31H46IrN4P2Si. Source: OMol25; level of theory: the ωB97M-V functional and the def2-TZVPD basis.

E_LUMO (alpha / beta)   -5.95 / -8.79 eV
Charge   +2
<S²>   8.784
Multiplicity   6

Atoms and positions in Å:
Ir: -0.29 2.31 -0.16
C: -1.23 1.06 -1.27
C: -0.30 -0.03 -1.72
C: 0.93 0.46 -2.52
C: 1.25 1.98 -2.69
C: 0.82 2.98 -1.62
C: -0.50 3.64 -1.57
C: -1.54 3.24 -2.61
C: -1.83 1.74 -2.53
C: 1.32 1.95 0.98
H: -2.06 0.67 -0.68
H: -0.93 -0.61 -2.43
H: 0.82 0.08 -3.54
H: 1.84 -0.03 -2.14
H: 2.35 2.06 -2.72
H: 0.91 2.32 -3.67
H: 1.63 3.63 -1.26
H: -0.48 4.67 -1.24
H: -1.19 3.53 -3.61
H: -2.46 3.80 -2.43
H: -2.91 1.57 -2.48
H: -1.47 1.24 -3.43
H: 1.33 2.77 1.72
H: 2.23 2.03 0.36
H: 1.31 0.98 1.49
P: 2.68 -1.73 -0.52
P: 0.05 -1.71 -0.72
N: 4.33 -1.46 -1.10
N: 3.19 -2.50 0.98
N: -4.18 1.59 -0.46
N: -1.54 -2.33 -0.31
C: 2.17 -3.13 -1.58
C: 0.65 -3.01 -1.84
C: 5.01 -0.24 -0.98
C: 6.30 -0.41 -1.48
C: 6.43 -1.77 -1.89
C: 5.22 -2.40 -1.63
C: 3.61 -1.71 2.07
C: 4.00 -2.57 3.09
C: 3.84 -3.91 2.63
C: 3.34 -3.84 1.33
C: -4.33 2.96 -0.52
C: -5.70 3.29 -0.71
C: -6.40 2.05 -0.78
C: -5.41 1.03 -0.61
C: -2.74 -1.67 -0.09
C: -3.53 -2.40 0.78
C: -2.78 -3.58 1.14
C: -1.57 -3.50 0.48
H: 2.43 -4.09 -1.10
H: 2.73 -3.09 -2.52
H: 0.43 -2.69 -2.88
H: 0.12 -3.96 -1.68
H: 4.50 0.63 -0.60
H: 7.07 0.35 -1.53
H: 7.30 -2.24 -2.32
H: 4.88 -3.40 -1.83
H: 3.59 -0.64 2.00
H: 4.37 -2.25 4.06
H: 4.05 -4.81 3.19
H: 3.09 -4.62 0.64
H: -3.51 3.66 -0.41
H: -6.09 4.30 -0.80
H: -7.46 1.89 -0.92
H: -5.57 -0.04 -0.60
H: -2.98 -0.74 -0.59
H: -4.52 -2.13 1.12
H: -3.11 -4.37 1.79
H: -0.71 -4.16 0.50
C: -3.05 0.59 3.49
Si: -1.35 1.16 2.92
C: -0.46 2.15 4.23
C: -0.40 -0.43 2.54
C: -1.61 2.29 1.39
H: -2.93 -0.23 4.21
H: -3.67 0.23 2.66
H: -3.58 1.41 4.00
H: -0.19 1.50 5.06
H: 0.45 2.61 3.83
H: -1.12 2.94 4.61
H: -0.98 -1.30 2.88
H: -0.22 -0.53 1.46
H: 0.58 -0.45 3.05
H: -1.67 3.35 1.72
H: -2.61 2.04 0.97

Charges obtained by Löwdin population analysis, quoted in units of e: number 1, Ir, carries 1.503; number 2, C, carries -0.423; number 3, C, carries -0.360; number 4, C, carries -0.187; number 5, C, carries -0.138; number 6, C, carries -0.329; number 7, C, carries -0.306; number 8, C, carries -0.170; number 9, C, carries -0.156; number 10, C, carries -0.216; number 11, H, carries 0.036; number 12, H, carries 0.116; number 13, H, carries 0.130; number 14, H, carries 0.047; number 15, H, carries 0.129; number 16, H, carries 0.133; number 17, H, carries 0.121; number 18, H, carries 0.136; number 19, H, carries 0.133; number 20, H, carries 0.107; number 21, H, carries 0.106; number 22, H, carries 0.125; number 23, H, carries 0.041; number 24, H, carries 0.021; number 25, H, carries -0.007; number 26, P, carries 1.035; number 27, P, carries 1.093; number 28, N, carries -0.258; number 29, N, carries -0.252; number 30, N, carries -0.019; number 31, N, carries -0.238; number 32, C, carries -0.341; number 33, C, carries -0.315; number 34, C, carries -0.145; number 35, C, carries -0.067; number 36, C, carries -0.055; number 37, C, carries -0.120; number 38, C, carries -0.141; number 39, C, carries -0.068; number 40, C, carries -0.060; number 41, C, carries -0.123; number 42, C, carries -0.111; number 43, C, carries -0.027; number 44, C, carries -0.015; number 45, C, carries -0.070; number 46, C, carries -0.123; number 47, C, carries -0.034; number 48, C, carries -0.036; number 49, C, carries -0.124; number 50, H, carries 0.076; number 51, H, carries 0.097; number 52, H, carries 0.104; number 53, H, carries 0.101; number 54, H, carries 0.089; number 55, H, carries 0.105; number 56, H, carries 0.108; number 57, H, carries 0.105; number 58, H, carries 0.094; number 59, H, carries 0.106; number 60, H, carries 0.107; number 61, H, carries 0.091; number 62, H, carries 0.108; number 63, H, carries 0.111; number 64, H, carries 0.110; number 65, H, carries 0.116; number 66, H, carries 0.079; number 67, H, carries 0.109; number 68, H, carries 0.115; number 69, H, carries 0.113; number 70, C, carries -0.158; number 71, Si, carries 0.474; number 72, C, carries -0.166; number 73, C, carries -0.185; number 74, C, carries -0.321; number 75, H, carries 0.050; number 76, H, carries 0.023; number 77, H, carries 0.046; number 78, H, carries 0.052; number 79, H, carries 0.025; number 80, H, carries 0.048; number 81, H, carries 0.046; number 82, H, carries -0.049; number 83, H, carries 0.045; number 84, H, carries 0.055; number 85, H, carries -0.005

***

Number 1: largest force on an atom 0.6 eV/A. Number 2: largest force on an atom 4.6 eV/A.